Arrangement 1

Density functional theory data (ωB97M-V/def2-TZVPD) for 6 unconnected molecules or ions with the total composition C5H19NO6.

Calculated values
- lowest unoccupied orbital energy (eV) = 0.10
- gap between HOMO and LUMO (eV) = 9.43

Geometry as ORCA input:
```
! RIJCOSX wB97M-V def2-TZVPD def2/J DEFGRID3
* xyz 0 1
O 1.390 1.444 2.119
C 0.293 1.830 1.658
N -0.662 0.877 1.221
C -1.905 1.082 0.599
C -2.840 -0.032 1.285
C -1.939 -1.212 1.217
C -0.519 -0.579 1.562
H 0.077 2.833 1.241
H -1.838 1.025 -0.529
H -2.401 2.051 0.932
H -3.721 -0.183 0.619
H -3.156 0.144 2.348
H -2.096 -1.952 1.980
H -2.094 -1.691 0.116
H -0.236 -0.787 2.638
H 0.281 -0.865 0.993
O 2.638 -0.140 0.687
H 2.471 0.051 1.707
H 2.774 -1.036 0.665
O 2.795 2.587 -0.631
H 2.605 2.807 0.316
H 2.937 1.643 -0.751
O -1.940 -0.530 -2.169
H -1.846 -0.643 -3.109
H -0.956 -0.305 -2.006
O 0.265 -0.843 -3.784
H 0.984 -0.253 -3.699
H 0.788 -1.688 -3.412
O 1.138 -3.437 -1.657
H 0.869 -3.010 -0.851
H 0.365 -3.463 -2.188
*
```

natural (NBO) atomic charge list, values in e, 5 entries: -0.6693 0.5436 -0.4429 -0.2310 -0.4093

***

Arrangement 2

Density functional theory data (ωB97M-V/def2-TZVPD) for 5 unconnected molecules or ions with the total composition C5H19NO6.

Calculated values
- lowest unoccupied orbital energy (eV) = 0.14
- gap between HOMO and LUMO (eV) = 9.99

Geometry as ORCA input:
```
! RIJCOSX wB97M-V def2-TZVPD def2/J DEFGRID3
* xyz 0 1
C 1.866 -2.233 -0.234
C 1.614 -1.131 -1.262
C 1.307 0.325 -0.813
N 0.137 0.924 -1.510
C -1.161 0.353 -1.256
C 1.218 0.523 0.646
O 0.312 0.521 1.492
O 2.366 0.962 1.202
H 2.327 -3.103 -0.637
H 0.919 -2.542 0.225
H 2.472 -1.877 0.600
H 2.422 -0.922 -1.962
H 0.750 -1.390 -1.894
H 2.141 0.951 -1.109
H 0.398 0.936 -2.488
H -1.287 0.007 -0.209
H -1.496 -0.446 -1.925
H -1.895 1.193 -1.337
H 2.207 1.459 2.010
O -2.204 1.305 2.131
H -1.255 1.102 1.988
H -2.503 0.392 1.985
O -1.171 -3.288 -2.373
H -0.466 -2.854 -2.845
H -1.998 -2.786 -2.361
O 0.546 3.722 0.248
H 0.544 3.154 -0.542
H -0.218 3.278 0.650
O -3.209 -1.553 1.745
H -3.650 -1.466 0.897
H -2.296 -1.860 1.664
*
```

natural (NBO) atomic charge list, values in e, 5 entries: -0.6216 -0.4041 -0.1646 -0.6270 -0.4474

***

Arrangement 3

Density functional theory data (ωB97M-V/def2-TZVPD) for 5 unconnected molecules or ions with the total composition C5H19NO6.

Calculated values
- lowest unoccupied orbital energy (eV) = 0.53
- gap between HOMO and LUMO (eV) = 9.86

Geometry as ORCA input:
```
! RIJCOSX wB97M-V def2-TZVPD def2/J DEFGRID3
* xyz 0 1
C 0.969 -0.567 2.708
N 0.993 -1.039 1.237
C 0.610 -2.364 0.846
C 1.539 -0.037 0.383
O 1.949 0.986 0.991
C 1.502 -0.168 -1.149
C 0.386 0.340 -1.919
O -0.215 1.568 -1.744
H 0.500 -1.355 3.221
H 1.919 -0.343 2.968
H 0.239 0.267 2.775
H -0.477 -2.547 1.262
H 1.387 -3.124 1.137
H 0.240 -2.281 -0.252
H 2.505 0.494 -1.426
H 1.649 -1.160 -1.639
H 0.387 0.130 -3.006
H -0.526 -0.275 -1.614
H 0.586 2.376 -1.679
O -2.024 -1.073 -0.837
H -2.800 -0.511 -0.341
H -2.525 -1.784 -1.146
O -1.390 1.252 1.124
H -0.865 0.566 1.470
H -1.080 1.508 0.288
O 1.974 2.826 -1.129
H 1.923 2.301 -0.285
H 2.340 2.352 -1.845
O -4.158 0.249 -0.134
H -3.628 0.652 0.641
H -3.908 0.760 -0.908
*
```

natural (NBO) atomic charge list, values in e, 5 entries: -0.3783 -0.4496 -0.4404 0.6937 -0.6735

***

Short version: arrangement 3 is the least stable of them.

***

Arrangement 1

Density functional theory data (ωB97M-V/def2-TZVPD) for 2 unconnected molecules or ions with the total composition C2H7NS.

Calculated values
- lowest unoccupied orbital energy (eV) = 0.94
- gap between HOMO and LUMO (eV) = 8.77

Geometry as ORCA input:
```
! RIJCOSX wB97M-V def2-TZVPD def2/J DEFGRID3
* xyz 0 1
C -1.558 0.615 0.514
C -1.288 -0.404 -0.328
N -1.976 -0.598 -1.530
H -1.751 0.476 1.570
H -1.795 1.611 0.149
H -0.613 -1.183 0.025
H -2.876 -0.158 -1.426
H -2.091 -1.573 -1.766
S 2.117 0.143 0.646
H 3.299 0.114 1.269
H 2.270 1.293 -0.019
*
```

natural (NBO) atomic charge list, values in e, 5 entries: -0.5652 0.0349 -0.8144 0.2144 0.1907

***

Arrangement 2

Density functional theory data (ωB97M-V/def2-TZVPD) for C2H7NS in the gas phase.

Calculated values
- lowest unoccupied orbital energy (eV) = 0.43
- gap between HOMO and LUMO (eV) = 8.48

Geometry as ORCA input:
```
! RIJCOSX wB97M-V def2-TZVPD def2/J DEFGRID3
* xyz 0 1
C 1.422 -0.445 -0.029
S 0.054 0.201 0.370
C 0.026 1.948 0.107
N -1.073 -1.220 0.112
H 1.488 -1.477 -0.093
H 2.074 0.223 -0.580
H -0.346 0.327 1.720
H -0.971 2.381 0.363
H 0.257 2.322 -0.944
H -0.435 -2.000 0.226
H -1.770 -1.150 0.949
*
```

natural (NBO) atomic charge list, values in e, 5 entries: -1.0091 1.2733 -0.8819 -1.0068 0.2245

***

Short version: arrangement 2 is the least stable of them.

***

Arrangement 1

Density functional theory data (ωB97M-V/def2-TZVPD) for 2 unconnected molecules or ions with the total composition C4H8O4.

Calculated values
- lowest unoccupied orbital energy (eV) = 0.56
- gap between HOMO and LUMO (eV) = 8.32

Geometry as ORCA input:
```
! RIJCOSX wB97M-V def2-TZVPD def2/J DEFGRID3
* xyz 0 1
C -1.888 -1.112 0.150
O -0.688 -0.486 -1.315
O -2.046 -0.176 0.970
H -0.929 0.584 1.208
H -1.091 0.269 -1.772
H -2.717 -1.376 -0.517
H -1.164 -1.909 0.349
C 0.737 1.157 0.220
C 0.860 0.009 -0.661
C 1.462 -0.936 0.182
O 1.435 2.248 -0.094
O -0.044 1.245 1.236
H 1.309 2.909 0.604
H 1.425 0.251 -1.555
H 2.244 -1.581 -0.188
H 1.095 -1.098 1.183
*
```

natural (NBO) atomic charge list, values in e, 5 entries: 0.3395 -0.8336 -0.7017 0.5220 0.4617

***

Arrangement 2

Density functional theory data (ωB97M-V/def2-TZVPD) for 2 unconnected molecules or ions with the total composition C4H8O4.

Calculated values
- lowest unoccupied orbital energy (eV) = 0.50
- gap between HOMO and LUMO (eV) = 10.27

Geometry as ORCA input:
```
! RIJCOSX wB97M-V def2-TZVPD def2/J DEFGRID3
* xyz 0 1
O 0.393 3.183 0.126
C 0.257 2.016 -0.143
C 0.970 0.952 0.665
C 0.991 -0.432 -0.049
C 0.079 -1.486 0.505
O -1.126 -1.446 0.465
O 0.742 -2.556 0.974
H -0.438 1.728 -0.948
H 2.016 1.247 0.663
H 0.613 0.958 1.688
H 2.000 -0.781 -0.011
H 0.734 -0.327 -1.104
H 0.114 -3.146 1.305
O -2.280 0.381 -1.467
H -2.182 -0.153 -0.672
H -2.884 -0.139 -1.997
*
```

natural (NBO) atomic charge list, values in e, 5 entries: -0.5160 0.4234 -0.5081 -0.5203 0.8095

***

Short version: arrangement 1 is the least stable of them.

***

Arrangement 1

Density functional theory data (ωB97M-V/def2-TZVPD) for a gas-phase ion, C11H18N3S (charge +1).

Calculated values
- lowest unoccupied orbital energy (eV) = -3.75
- gap between HOMO and LUMO (eV) = 8.18

Geometry as ORCA input:
```
! RIJCOSX wB97M-V def2-TZVPD def2/J DEFGRID3
* xyz 1 1
C -1.210 -0.595 -0.427
C -2.428 -0.318 -1.039
C -0.132 0.699 -2.121
C -0.044 0.110 -0.864
C -2.412 0.400 -2.274
C 1.323 0.023 1.217
C -3.683 0.219 -3.051
C 2.472 -0.045 -0.815
C 0.320 0.517 3.355
C -0.344 1.868 1.568
C 2.677 -2.550 0.904
N -1.259 0.879 -2.750
N 1.173 0.026 -0.170
N 0.435 0.704 1.961
S 2.432 -1.053 2.078
H -1.054 -1.242 0.445
H -3.230 -0.818 -0.725
H 0.820 1.053 -2.559
H -3.767 -0.796 -2.976
H -4.371 0.910 -2.497
H -3.378 0.463 -4.067
H 2.714 -0.990 -1.382
H 2.287 0.669 -1.547
H 3.260 0.160 -0.181
H -0.787 0.748 3.627
H 1.022 1.102 3.932
H 0.826 -0.390 3.595
H -1.389 1.831 1.881
H -0.355 1.934 0.423
H 0.073 2.890 1.859
H 2.881 -3.341 1.648
H 3.500 -2.210 0.316
H 1.627 -2.855 0.637
*
```

natural (NBO) atomic charge list, values in e, 5 entries: -0.1631 -0.2446 0.0404 0.0533 0.2815

***

Arrangement 2

Density functional theory data (ωB97M-V/def2-TZVPD) for a gas-phase ion, C11H18N3S (charge +1).

Calculated values
- lowest unoccupied orbital energy (eV) = -2.41
- gap between HOMO and LUMO (eV) = 9.66

Geometry as ORCA input:
```
! RIJCOSX wB97M-V def2-TZVPD def2/J DEFGRID3
* xyz 1 1
C 0.813 -0.041 -3.581
C 0.020 0.372 -2.323
N 0.467 -0.025 -0.899
C 1.776 0.534 -0.553
S 2.685 -0.746 0.576
N 1.514 1.782 0.058
N 0.446 1.523 0.980
C -0.053 2.735 1.569
C -0.367 0.696 0.143
C -1.040 -0.318 0.988
C -2.144 -0.973 0.501
C -2.576 -2.114 1.179
C -1.821 -2.598 2.222
C -0.766 -1.911 2.744
C -0.313 -0.754 2.106
H 0.614 0.657 -4.319
H 2.006 0.140 -3.466
H 0.576 -1.052 -3.878
H -1.013 0.013 -2.512
H -0.029 1.530 -2.265
H 0.369 -0.999 -0.725
H 2.507 0.690 -1.435
H 1.950 -0.967 1.719
H 2.310 2.269 0.409
H 0.764 3.059 2.262
H -0.064 3.571 0.901
H -0.899 2.484 2.127
H -1.094 1.292 -0.363
H -2.824 -0.653 -0.331
H -3.389 -2.735 0.644
H -1.965 -3.579 2.511
H -0.173 -2.381 3.543
H 0.503 -0.224 2.599
*
```

natural (NBO) atomic charge list, values in e, 5 entries: -0.6228 -0.2327 -0.3947 0.0253 -0.1016

***

Short version: arrangement 2 is the least stable of them.